No. 1
ORCA calculation (the ωB97M-V functional and the def2-TZVPD basis) on the molecule C4H6O2 in a non-equilibrium geometry.

```
12
Properties=species:S:1:pos:R:3
O -2.879 0.930 -0.010
H 3.027 -0.163 0.027
H 2.283 1.119 -0.805
H -3.587 -0.974 0.173
H 1.101 -1.567 0.083
C -0.327 -0.077 -0.095
C 0.974 -0.471 -0.068
H 2.056 0.945 0.943
O -1.494 -0.848 -0.050
C -2.687 -0.258 0.015
C 2.144 0.422 0.037
H -0.611 0.942 -0.250
```

Gap between HOMO and LUMO, eV: 10.4
E_HOMO, eV: -9.35
Structure (SMILES): C/C=C/OC=O
Energy above the lowest of the compared OMol25 structures with the same formula, charge and spin, eV: 1.504

No. 2
ORCA calculation (the ωB97M-V functional and the def2-TZVPD basis) on a cluster of 2 separate species, C19H39FNO5 in total.

```
65
Properties=species:S:1:pos:R:3
H -2.492 -4.506 1.139
H -5.732 -2.150 -3.984
H 6.398 3.518 1.756
H 2.497 0.407 1.764
C -2.972 -4.068 -0.910
C 5.031 4.631 3.004
C 3.177 2.432 1.627
H -1.046 -0.512 1.631
H 4.008 0.686 2.633
H -0.400 -3.895 -0.038
C 5.438 3.377 2.247
H 5.058 -0.945 -0.414
C -6.523 -0.961 -2.363
H 0.564 -0.250 0.914
C 4.201 6.806 2.573
H 3.319 6.662 3.202
C 0.383 -1.823 -1.167
H -5.126 -3.925 -2.679
F -0.044 -2.725 -2.143
C -0.442 -3.096 1.891
H -2.206 -4.676 -1.397
H -6.893 -1.458 -1.466
H 1.745 -0.257 -1.849
O -0.573 -3.871 2.781
C -5.404 -1.796 -3.005
C -0.694 -1.760 -0.098
C -2.458 -3.648 0.466
H -7.374 -0.848 -3.045
H -2.854 -2.953 -2.775
H 5.893 4.991 3.573
C -1.015 -3.153 0.484
O 0.354 -1.977 2.012
H 4.216 4.436 3.712
N 4.428 3.118 1.173
O 4.182 0.600 0.570
H -5.465 -3.019 -1.214
H 1.288 -2.264 -0.737
H 3.624 -1.402 0.537
H -6.070 0.822 -3.946
C -5.779 1.216 -2.968
H 2.873 2.856 2.581
H -6.314 2.152 -2.803
H -3.824 -4.734 -0.747
O 4.635 5.561 2.025
H 3.954 7.451 1.736
C 0.681 -0.491 -1.840
H -1.570 -1.263 -0.516
H -3.222 -1.954 -1.388
H 4.829 2.512 0.449
H 2.410 2.638 0.883
H 0.149 0.331 -1.356
H 4.999 7.262 3.161
H 5.492 2.505 2.895
H -3.118 -2.889 0.903
C 4.525 -0.785 0.518
H -4.706 1.424 -2.987
H 0.338 -0.541 -2.873
C 3.451 0.941 1.723
H -4.557 -1.130 -3.196
O -6.098 0.317 -1.924
C -3.422 -2.930 -1.842
H 4.205 4.037 0.776
C -4.915 -2.986 -2.161
H 5.165 -1.054 1.362
C -0.203 -0.994 1.130
```

Gap between HOMO and LUMO, eV: 8.4
E_HOMO, eV: -11.01
Total charge: +1

No. 3
ORCA calculation (the ωB97M-V functional and the def2-TZVPD basis) on the molecule C20H29N3O4.

```
56
Properties=species:S:1:pos:R:3
H -3.165 1.139 -2.277
C 1.388 -2.103 -1.843
C 3.109 -2.074 -0.153
C 4.227 -0.620 1.583
H -2.800 1.229 1.664
N -4.047 0.467 0.170
C -2.620 2.424 -0.099
H -4.543 2.204 -2.690
O 3.409 2.706 -0.745
H -0.899 -3.019 0.081
H 4.868 4.094 -0.245
H 4.424 -1.501 2.176
H -1.780 1.811 -0.457
C 3.325 0.402 -0.385
H 0.942 -0.740 0.915
C 3.572 -0.735 0.363
H -0.470 -2.960 -2.388
C -1.565 -1.342 1.257
N 1.708 -2.044 -0.532
C -0.904 -1.247 -1.146
H 3.439 4.663 -1.142
C -3.456 1.597 0.876
C -3.898 -1.213 1.975
C -3.957 1.786 -1.869
H -3.095 -2.439 0.481
H 5.141 0.712 2.978
C 0.800 -1.770 0.561
H 2.827 0.334 -1.340
N -2.823 -1.838 1.243
H -5.259 0.112 -1.490
O -3.383 2.876 -1.194
H -4.492 -1.979 2.483
H -0.587 -0.206 -1.055
O 2.224 -2.306 -2.706
H -2.231 3.315 0.395
C 3.717 1.659 0.071
C 4.377 1.765 1.291
H -4.238 2.236 1.322
C -4.846 0.961 -0.939
H -3.434 -0.573 2.726
C -0.080 -1.953 -2.210
C 3.782 4.002 -0.348
C 4.628 0.623 2.032
H 3.301 4.288 0.594
H -5.360 -1.103 0.402
H -5.681 1.593 -0.587
H -5.546 0.147 1.652
C -4.810 -0.406 1.042
C -0.665 -1.955 0.189
H 1.060 -2.437 1.392
H 3.668 -2.343 -1.054
H -1.963 -1.255 -1.412
H -0.119 -1.421 -3.163
H 4.696 2.722 1.671
O -1.191 -0.501 2.046
H 3.260 -2.847 0.608
```

Gap between HOMO and LUMO, eV: 9.1
E_HOMO, eV: -8.49
Structure (SMILES): COc1cccc(CN2C[C@@H](C(=O)NCCN3CCOCC3)CCC2=O)c1
Energy above the lowest of the compared OMol25 structures with the same formula, charge and spin, eV: 1.524

No. 4
ORCA calculation (the ωB97M-V functional and the def2-TZVPD basis) on a structure of composition C7H9NO in a non-equilibrium geometry.

```
18
Properties=species:S:1:pos:R:3
H 2.373 -0.116 1.691
C -2.125 -1.027 0.420
C -2.591 0.275 0.174
C -1.763 1.130 -0.419
H 0.061 1.333 -1.084
N -0.864 -1.426 0.147
H 1.514 -1.223 -1.846
O 2.425 -0.036 -0.367
H -2.091 2.299 -0.626
C -0.069 -0.558 -0.375
C -0.482 0.716 -0.660
C 2.329 0.567 0.888
C 1.378 -0.949 -0.683
H -3.555 0.514 0.361
H 1.734 -2.242 -0.488
H 3.134 1.178 1.156
H -2.671 -1.776 0.748
H 1.262 1.340 0.963
```

Gap between HOMO and LUMO, eV: 10.4
E_HOMO, eV: -9.41
Energy above the lowest of the compared OMol25 structures with the same formula, charge and spin, eV: 4.471

No. 5
ORCA calculation (the ωB97M-V functional and the def2-TZVPD basis) on a structure of composition C65H63Ge2N10O2RuS5 in a non-equilibrium geometry.

```
148
Properties=species:S:1:pos:R:3
C -4.868 5.040 0.185
H -0.581 -3.388 5.240
H 7.828 2.632 4.227
C 5.190 0.603 4.804
H -5.490 -0.102 0.482
C -3.255 3.799 1.493
H 2.845 -2.718 3.612
H 6.183 3.709 2.765
C 0.307 -4.581 -0.546
H -1.584 2.067 7.234
C 1.203 1.620 -2.852
H 4.894 -3.655 2.593
C 0.425 3.418 4.863
C 2.136 -1.738 -5.918
C -3.306 -0.321 -6.896
H -0.022 3.497 2.770
H -5.172 2.513 4.781
C 3.176 -1.380 -6.756
C 4.250 -3.296 0.581
H 2.482 2.586 -6.372
H 1.373 3.933 4.761
H -5.846 3.171 3.279
H -4.516 7.145 -0.012
C 1.005 1.506 -5.272
C -1.391 -2.767 3.332
H -3.469 -4.256 -1.346
H -1.865 -3.709 3.095
C -0.009 3.008 6.118
C 3.238 -2.813 -0.236
H 1.360 -4.668 -0.313
N -3.412 1.569 -1.098
N -0.359 -1.446 -4.104
C 6.830 2.222 4.158
H -2.055 -2.214 -1.138
S -1.031 4.546 -1.712
N -0.891 -0.529 2.680
C -4.380 -0.713 3.888
S -0.832 0.086 -3.719
H 1.036 -1.868 2.153
C -2.412 -0.623 -5.878
H 3.252 0.799 3.935
H -5.220 -0.879 4.566
N 3.728 3.037 2.363
C 1.802 -4.631 -3.521
C 0.737 -1.252 6.036
C 2.783 2.766 -4.250
C 2.324 2.423 -2.986
C -1.835 -5.599 -0.961
C 4.372 -0.916 -6.219
H -1.690 4.998 2.366
C -0.839 3.310 -0.772
C 4.251 1.200 3.974
H 2.838 2.783 -2.104
H -4.379 1.221 -7.924
H 0.603 3.195 6.992
H 3.605 -1.096 -2.915
H 5.478 -0.468 -4.434
C -1.237 2.369 6.254
H 0.824 1.340 -1.875
C 3.507 -1.174 -3.989
O -3.103 -0.482 -0.091
H -3.371 3.056 -6.606
H -1.749 2.547 -4.816
H -2.984 1.640 5.259
C -2.199 1.746 -5.391
H -2.460 7.101 1.373
Ru -0.697 0.906 1.178
H 7.203 0.628 5.547
H -2.445 -6.489 -1.050
H -4.995 2.943 0.555
H 1.796 0.017 7.185
H 2.401 4.626 0.959
C 5.900 2.828 3.331
Ge -2.618 2.092 2.231
C -1.867 0.418 -5.144
H 4.090 3.954 2.137
C -2.413 -4.346 -1.127
C -0.481 -5.716 -0.675
C 0.485 -6.512 -4.222
C 2.319 -1.621 -4.545
S 0.943 -2.080 -3.525
C 4.540 -0.818 -4.844
H 1.163 3.497 0.528
C -4.420 3.845 0.726
N -0.158 -0.660 -0.278
H 3.055 -1.463 -7.827
S 1.852 1.191 1.836
H 0.481 1.156 -6.152
H -3.476 -0.611 4.490
N -0.655 2.366 -0.050
H -0.034 -6.692 -0.543
H 0.924 0.826 5.940
C -0.251 -0.346 3.855
C 6.480 1.101 4.897
C 2.126 2.310 -5.388
H 4.897 -0.258 5.392
H 5.182 -0.636 -6.879
C -5.707 2.264 3.866
C -3.103 2.028 -6.400
N 1.997 3.707 1.047
H -6.688 1.867 4.134
H 2.511 -6.648 -3.519
C 0.717 -3.811 -3.808
C 0.559 1.172 -4.000
H -6.571 1.208 1.001
C 1.941 -2.256 1.726
N 1.258 -0.037 6.334
O 0.969 -2.254 6.672
H 5.147 -3.708 0.138
N -3.257 0.583 -0.604
C -4.158 6.213 0.406
C -1.636 -3.204 -1.006
H 0.173 0.635 4.013
C -2.570 4.992 1.733
C -3.661 0.996 -7.146
C -0.108 -1.356 4.784
C -0.585 -5.676 -4.511
C -0.476 -4.309 -4.306
H -6.665 -0.384 1.760
C -0.364 3.172 3.747
H 3.659 3.395 -4.353
H 3.328 -2.838 -1.311
C 4.612 2.314 3.226
C 1.678 -5.992 -3.730
C -0.286 -3.336 -0.712
N 1.446 -1.788 -2.089
H -1.975 -1.826 1.492
H -1.506 -6.086 -4.904
H -4.283 -1.591 3.248
C -1.603 2.532 3.869
H -3.727 -1.118 -7.493
Ge -4.794 0.886 2.817
H 1.193 -2.097 -6.315
H -1.296 -3.637 -4.517
H 0.394 -7.577 -4.390
H -2.130 -1.644 -5.662
S 0.676 -1.822 -0.638
C -3.011 6.188 1.185
C 2.092 -2.287 0.351
H -5.778 5.060 -0.402
C -5.982 0.355 1.336
C 4.107 -3.263 1.961
C 2.579 2.734 1.763
H 2.726 -4.207 -3.143
C 2.957 -2.740 2.534
C -2.024 2.127 5.136
C -0.691 -2.592 4.514
C -1.464 -1.722 2.437
```

Gap between HOMO and LUMO (spin up / spin down), eV: 7.9 / 5.8
2S+1: 5
E_HOMO (spin up / spin down), eV: -14.55 / -14.60
Expectation value of S²: 6.03
Total charge: +3

No. 6
ORCA calculation (the ωB97M-V functional and the def2-TZVPD basis) on a structure of composition C9H9ClS2Si in a non-equilibrium geometry.

```
22
Properties=species:S:1:pos:R:3
C -0.022 -1.829 -1.954
C 1.468 -0.265 0.584
C 3.776 0.504 0.304
C -2.791 2.212 0.095
H -0.680 -1.428 -2.775
C 2.194 -0.545 1.702
H 1.845 -1.049 2.565
C -3.869 1.463 0.440
H 4.255 -0.316 2.317
H 4.577 1.002 -0.197
H -4.807 1.975 0.696
H -0.754 1.811 -0.602
H 0.920 -1.296 -2.125
S -3.433 -0.190 0.430
Cl -1.525 -2.871 0.740
Si -0.664 -1.322 -0.236
S 2.317 0.515 -0.667
C -1.629 1.442 -0.141
H 0.010 -2.947 -2.166
C 3.547 -0.143 1.491
C -1.854 0.115 -0.131
H -2.883 3.160 -0.372
```

Gap between HOMO and LUMO, eV: 8.9
E_HOMO, eV: -8.59
Energy above the lowest of the compared OMol25 structures with the same formula, charge and spin, eV: 0.000